6 unconnected molecules or ions with the total composition C34H37BF40N2O6S. Source: the OMol25 dataset; level of theory: ωB97M-V/def2-TZVPD.

Each line ends with the Löwdin charge.
Element x y z (Å)
B -4.68959 -3.43016 0.33889  0.0384
C -4.25368 -2.79945 1.68788  -0.2177
C -5.29917 -2.94219 2.80216  -0.2369
C -5.05255 -4.13043 3.73043  -0.2050
C -3.66651 -4.21623 4.35331  -0.2144
C -3.30643 -3.01512 5.23275  -0.1900
C -1.79790 -2.81172 5.41210  -0.2440
C -1.26652 -3.87719 6.36291  -0.4488
S 0.51107 -4.24882 6.27743  1.0012
C 0.91976 -4.16552 4.59958  -0.7092
N 2.06528 -3.71392 4.19838  0.0471
N 2.03686 -3.76316 2.80729  0.0520
C 0.88031 -4.24830 2.49508  -0.1696
O 0.11280 -4.54575 3.57320  0.0321
H -4.19736 -3.10778 -0.69395  0.0151
H -5.54280 -4.26743 0.33511  0.0403
H -3.29544 -3.24791 1.96017  0.0929
H -4.04548 -1.74253 1.50944  0.0995
H -6.26514 -3.11273 2.33422  0.0961
H -5.35805 -2.03079 3.38876  0.0983
H -5.21491 -5.04140 3.15276  0.1133
H -5.79578 -4.12353 4.52466  0.1137
H -3.64747 -5.11624 4.96661  0.1079
H -2.88747 -4.35394 3.60693  0.0944
H -3.72593 -2.11073 4.79935  0.1041
H -3.76317 -3.14262 6.21362  0.1206
H -1.64313 -1.84014 5.86022  0.0894
H -1.32694 -2.85852 4.43917  0.0931
H -1.37259 -3.53812 7.38850  0.0773
H -1.81977 -4.80344 6.25909  0.0676
H 0.52412 -4.38551 1.49329  0.1323
C 0.23672 0.41496 -0.62802  -0.0455
C 0.12719 1.81000 0.00141  -0.4295
C 1.24493 2.81106 -0.29461  -0.2965
F 2.42359 2.39052 0.19688  0.1053
F 0.93261 3.98736 0.30583  0.0851
F -0.05871 1.70832 1.33750  0.1255
F -0.99387 2.37554 -0.53044  0.1109
O 0.70713 -0.62613 0.21165  0.0534
C 2.03683 -0.92744 0.27930  -0.5461
C 2.61239 -0.76346 1.69021  -0.2897
F 2.48864 0.52896 2.07465  0.0838
F 3.92313 -1.07560 1.64728  0.1081
F 2.76109 -0.21857 -0.60944  0.1444
F 2.16077 -2.23190 -0.05079  0.1375
H -0.79043 0.13878 -0.84857  0.1360
H 0.76072 0.44257 -1.58080  0.1377
H 1.33741 2.98384 -1.36946  0.1714
H 2.11198 -1.40298 2.41468  0.1381
C -1.53916 7.73145 -2.49478  -0.0408
C -1.95903 9.05391 -1.83749  -0.4451
C -1.11211 10.29371 -2.13562  -0.3096
F 0.14170 10.13983 -1.66869  0.0980
F -1.67061 11.35624 -1.51438  0.0999
F -2.08352 8.89435 -0.50600  0.1418
F -3.19360 9.34474 -2.34378  0.1002
O -0.81106 6.82454 -1.69340  0.0541
C 0.55045 6.83274 -1.63974  -0.5459
C 1.04261 7.05996 -0.20424  -0.2854
F 0.62331 8.26913 0.21940  0.1031
F 2.39419 7.05260 -0.20998  0.1033
F 1.09706 7.72399 -2.48339  0.1544
F 0.98281 5.60962 -2.03341  0.1336
H -2.47703 7.21591 -2.69427  0.1495
H -1.05914 7.90086 -3.45878  0.1475
H -1.08026 10.48995 -3.21077  0.1725
H 0.67266 6.29139 0.46945  0.1585
C 1.85753 1.37696 6.04382  -0.0346
C 0.59550 0.55193 5.76149  -0.4373
C -0.46818 1.16407 4.84813  -0.2963
F -1.00219 2.27466 5.38898  0.1048
F -1.45501 0.24694 4.69348  0.0874
F 0.02308 0.15533 6.91918  0.1328
F 1.01576 -0.56581 5.10064  0.0919
O 1.89428 2.07214 7.27302  0.0539
C 1.43563 3.35023 7.39379  -0.5558
C 0.32073 3.43488 8.44073  -0.2880
F -0.72329 2.67062 8.06627  0.1016
F -0.09406 4.71670 8.52914  0.1018
F 1.04382 3.87277 6.22105  0.1564
F 2.45243 4.11140 7.85625  0.1453
H 2.65431 0.63967 6.12722  0.1528
H 2.10878 2.02111 5.20114  0.1495
H -0.04778 1.39901 3.86645  0.1605
H 0.69035 3.09947 9.41112  0.1753
C -0.09357 -3.08892 -5.13071  -0.0450
C -0.85622 -4.31093 -5.65922  -0.4404
C -1.88420 -4.08185 -6.76892  -0.3067
F -2.88881 -3.29623 -6.33146  0.0973
F -2.40551 -5.27588 -7.12778  0.1003
F -1.43244 -4.97810 -4.63728  0.1382
F 0.08554 -5.12670 -6.21258  0.1076
O -0.54775 -2.52132 -3.91568  0.0563
C -1.49188 -1.54430 -3.87415  -0.5477
C -2.67640 -1.96324 -3.00865  -0.3068
F -3.26707 -3.04499 -3.54252  0.1086
F -3.56871 -0.94937 -2.97773  0.1013
F -1.88956 -1.14134 -5.08849  0.1644
F -0.92714 -0.46414 -3.26798  0.1231
H 0.89732 -3.46366 -4.89074  0.1377
H 0.04268 -2.33242 -5.90261  0.1441
H -1.41397 -3.62351 -7.64294  0.1735
H -2.34123 -2.18760 -1.99473  0.1611
C 5.97598 -1.86743 -6.74168  -0.0374
C 5.32736 -3.17317 -7.22413  -0.4452
C 4.36973 -3.09371 -8.41594  -0.3057
F 3.28943 -2.34375 -8.11061  0.0905
F 3.94632 -4.34100 -8.71324  0.1021
F 4.71970 -3.79857 -6.19572  0.1386
F 6.35254 -3.96400 -7.65184  0.1051
O 5.38898 -1.25190 -5.61278  0.0564
C 4.39845 -0.32545 -5.72865  -0.5567
C 3.13647 -0.79052 -4.99819  -0.2707
F 2.68894 -1.94073 -5.54881  0.0876
F 2.17173 0.14627 -5.13683  0.0992
F 4.12880 -0.00859 -7.00569  0.1558
F 4.80509 0.80291 -5.10886  0.1509
H 6.96682 -2.16204 -6.40071  0.1508
H 6.11860 -1.16445 -7.56231  0.1484
H 4.87200 -2.67134 -9.29006  0.1737
H 3.34249 -0.94954 -3.93833  0.1772

**Kohn-Sham gap**: 9.3 eV
**Strongest force on any atom**: 1.021 eV/A
**LUMO**: 0.00471 Eh
**Charge**: 0
**Spin multiplicity**: 1
**HOMO**: -0.3352 Ha
**SMILES string**: FC(F)C(F)(F)COC(F)(F)C(F)F.FC(F)C(F)(F)COC(F)(F)C(F)F.FC(F)C(F)(F)COC(F)(F)C(F)F.FC(F)C(F)(F)COC(F)(F)C(F)F.FC(F)C(F)(F)COC(F)(F)C(F)F.BCCCCCCCSc1nnco1
**Energy**: -171333.160 eV